1.
{"formula": "C3H5N3", "method": "ωB97M-V with the def2-TZVPD basis set", "smiles": "[H]/N=C(\\C#N)NC", "e_tot_ha": -281.55812, "symbols": ["C", "N", "C", "N", "C", "N", "H", "H", "H", "H", "H"], "positions_angstrom": [[-1.6404, -0.2167, -0.1656], [-0.2550, -0.6475, -0.1833], [0.7698, 0.2524, -0.0959], [0.6700, 1.4779, -0.4373], [1.9946, -0.3008, 0.4892], [2.9620, -0.6506, 1.0188], [-2.0814, -0.3867, 0.8241], [-2.2286, -0.7597, -0.9096], [-1.6729, 0.8503, -0.3877], [-0.0637, -1.5875, 0.1244], [1.5456, 1.9688, -0.2768]], "atomic_forces_ev_per_a": [[-0.19, 0.08, -0.04], [0.15, -0.06, 0.12], [-0.17, 0.16, -0.01], [0.12, -0.29, 0.17], [0.96, -0.24, 0.43], [-0.94, 0.25, -0.59], [0.04, 0.05, -0.14], [0.10, 0.10, 0.05], [-0.01, -0.17, -0.02], [0.05, 0.15, 0.06], [-0.11, -0.03, -0.02]], "mulliken_charge": [-0.815, -0.271, 0.720, -0.682, 0.065, -0.365, 0.271, 0.252, 0.360, 0.222, 0.242]}


2.
{"formula": "C40H41O11PS2Ti", "method": "ωB97M-V with the def2-TZVPD basis set", "charge": -2, "e_tot_ha": -4363.74421, "multiplicity": 3, "s_squared": 2.018, "symbols": ["Ti", "O", "C", "C", "C", "C", "C", "C", "C", "P", "C", "C", "C", "C", "C", "C", "C", "C", "C", "C", "C", "C", "H", "H", "H", "H", "H", "H", "H", "H", "H", "H", "H", "H", "H", "H", "C", "C", "C", "O", "C", "O", "O", "H", "H", "H", "H", "H", "H", "H", "O", "C", "C", "O", "C", "C", "O", "C", "O", "O", "C", "C", "S", "O", "C", "C", "H", "H", "H", "H", "H", "H", "H", "H", "H", "H", "C", "C", "C", "C", "C", "C", "C", "S", "C", "O", "H", "H", "H", "H", "H", "H", "H", "H", "H", "H"], "positions_angstrom": [[-7.8575, 4.4860, 20.0156], [-8.1864, 6.8527, 22.1915], [-8.0491, 6.6423, 20.9540], [-8.0969, 7.9487, 20.0883], [-8.7103, 9.1274, 20.5756], [-8.9090, 10.1974, 19.7728], [-8.3762, 10.1622, 18.4693], [-7.7534, 9.0303, 17.9661], [-7.6276, 7.9155, 18.7610], [-6.9383, 6.3270, 18.1493], [-7.5440, 6.4762, 16.4596], [-6.6960, 6.4854, 15.3527], [-7.1487, 6.5279, 14.0415], [-8.5270, 6.5950, 13.8252], [-9.3839, 6.6091, 14.9099], [-8.9329, 6.5365, 16.2159], [-5.1533, 6.7475, 17.9569], [-4.5693, 7.8558, 18.5087], [-3.1914, 8.0667, 18.4492], [-2.3431, 7.1228, 17.8440], [-2.9216, 6.0044, 17.2827], [-4.3005, 5.8066, 17.3431], [-9.0576, 9.1295, 21.5912], [-9.4358, 11.0867, 20.1826], [-8.4886, 11.0747, 17.8829], [-7.4583, 9.0824, 16.9251], [-5.6467, 6.4577, 15.4929], [-6.4503, 6.5697, 13.1940], [-9.0104, 6.6512, 12.8227], [-10.4577, 6.6445, 14.7660], [-9.6729, 6.5285, 17.0049], [-5.2401, 8.5682, 19.0325], [-2.7795, 8.9707, 18.9077], [-1.2565, 7.2348, 17.8570], [-2.2982, 5.2529, 16.9121], [-4.6878, 4.8568, 16.9626], [-5.1856, 2.2806, 18.5957], [-5.4316, 2.4041, 20.0565], [-4.8077, 1.2853, 20.8537], [-6.8315, 2.2902, 20.1820], [-5.0575, 3.7854, 20.5688], [-4.0086, 4.0941, 21.0705], [-6.0296, 4.6209, 20.5420], [-5.4000, 1.1826, 18.3511], [-4.1464, 2.4679, 18.3393], [-5.8717, 2.9235, 18.0667], [-5.2418, 0.3290, 20.4738], [-5.0245, 1.4505, 21.9120], [-3.7426, 1.2010, 20.7001], [-7.0456, 2.1315, 21.0997], [-13.9882, 3.8724, 19.3256], [-12.7513, 4.0055, 19.4090], [-11.8675, 3.2365, 20.3907], [-12.0643, 2.4582, 21.3289], [-10.5049, 3.7187, 20.1731], [-10.5293, 4.5403, 19.0738], [-9.2957, 4.9882, 18.6863], [-11.8419, 4.6937, 18.5840], [-12.1351, 5.2759, 17.4793], [-9.3610, 3.4077, 20.8097], [-8.3977, 2.3632, 13.1299], [-8.4834, 1.6959, 14.4925], [-8.5015, 3.0152, 15.7649], [-7.7913, 2.5061, 16.9849], [-10.2582, 3.0344, 16.0470], [-10.7970, 1.9190, 16.9207], [-8.1564, 1.6896, 12.2956], [-7.6249, 3.1132, 13.1252], [-9.2990, 2.9484, 12.9368], [-7.5588, 1.1803, 14.7710], [-9.3066, 1.0337, 14.6441], [-10.7090, 3.0788, 15.0305], [-10.5240, 3.9941, 16.4707], [-10.7896, 0.9449, 16.4466], [-11.8248, 2.1400, 17.1971], [-10.1774, 1.8167, 17.8450], [-13.3292, 2.6544, 24.7756], [-11.8463, 2.9841, 24.5717], [-10.8208, 2.1819, 25.0032], [-9.5000, 2.5283, 24.7213], [-9.2617, 3.6645, 23.9500], [-10.3105, 4.4746, 23.4931], [-11.6079, 4.1638, 23.8676], [-7.6338, 3.8398, 23.1492], [-6.6354, 4.5392, 24.4859], [-7.0334, 2.4405, 23.0711], [-13.4093, 1.7236, 25.3228], [-13.8267, 2.5193, 23.7684], [-13.8757, 3.4942, 25.2457], [-11.0671, 1.2494, 25.5608], [-8.6900, 1.8408, 24.9194], [-10.1071, 5.2993, 22.8127], [-12.4470, 4.7158, 23.4808], [-6.7970, 4.0991, 25.4395], [-6.8428, 5.6102, 24.4376], [-5.5853, 4.3344, 24.1692]], "atomic_forces_ev_per_a": [[-1.66, 0.60, -0.25], [0.28, -0.41, -2.08], [-0.33, 0.50, 1.66], [-0.02, -0.14, -0.15], [0.33, -1.81, 0.40], [0.26, 1.23, -0.71], [-0.54, 0.76, 0.45], [-0.50, 1.46, -0.32], [-0.24, -0.97, 1.41], [0.14, 0.24, 0.35], [-0.65, -0.24, -1.09], [-0.31, -0.08, -0.23], [-0.70, 0.28, -0.46], [-0.23, 0.04, -0.87], [-0.43, -0.12, 0.26], [0.58, 0.08, -0.04], [0.12, -1.39, -0.60], [-0.14, 1.30, 0.69], [0.49, -0.02, -0.02], [-0.48, 0.98, 0.53], [-1.18, 0.53, 0.68], [0.10, -0.19, 0.21], [-0.13, -0.16, 0.37], [0.45, -0.59, -0.57], [0.08, -0.36, -0.23], [0.28, -0.35, 0.04], [0.80, 0.00, 0.18], [-0.25, -0.12, 0.48], [0.79, -0.08, 0.66], [0.00, 0.02, -0.09], [0.15, -0.09, 0.18], [0.76, -0.35, -0.38], [-0.07, -0.34, -0.12], [-0.36, 0.10, -0.03], [0.77, -1.13, -0.75], [-0.08, 0.35, 0.09], [0.32, -1.94, -0.66], [0.19, -0.23, 0.40], [-0.19, -0.71, -0.10], [-0.96, 0.37, -0.99], [-0.34, 0.37, 0.88], [1.92, -0.53, 0.12], [0.02, 0.75, -0.22], [0.09, 1.55, -0.08], [0.15, 0.22, -0.03], [-0.10, 0.05, -0.43], [0.10, 0.63, 0.51], [0.05, -0.31, -0.06], [0.43, 0.28, 0.03], [-0.35, -0.26, 1.19], [-0.60, 0.09, -0.15], [-0.31, -1.56, 1.15], [0.96, -0.13, 2.21], [-1.28, 0.12, -0.93], [0.56, 0.42, -0.95], [4.19, -0.96, 2.39], [-1.25, -0.16, -0.11], [-1.96, 1.81, -3.59], [0.43, -0.15, 0.77], [-0.17, 0.52, -0.68], [-0.17, -0.01, -0.16], [1.21, 0.48, 0.39], [0.45, 0.38, 0.19], [-0.35, -0.14, -0.46], [-0.82, 0.07, -0.47], [0.59, -0.18, 0.73], [-0.43, -0.03, 0.26], [0.55, 0.27, 0.19], [-0.19, -0.31, -0.25], [-0.08, -0.11, -0.26], [-0.63, -0.47, -0.07], [0.21, -0.24, 0.40], [0.13, 0.34, 0.32], [0.06, -0.27, -0.33], [-0.04, 0.13, 0.14], [-0.53, 0.27, -0.62], [0.15, 0.14, -1.21], [-1.92, 0.89, -0.07], [0.25, -0.77, 0.77], [-0.22, 0.18, -0.69], [0.12, -0.23, -0.35], [0.20, 0.11, 0.18], [1.02, -0.53, -0.16], [0.20, -1.00, 0.86], [0.72, 0.77, -1.56], [-0.48, 0.32, -0.36], [-0.37, -0.08, 0.31], [0.68, 0.01, 0.94], [0.35, -0.53, 0.12], [0.32, 0.73, -0.50], [0.13, 0.05, 0.15], [0.08, -0.12, 0.17], [-0.09, 0.23, -0.07], [-0.49, -0.42, 0.71], [0.15, 0.02, 0.36], [-0.78, 0.29, 0.09]], "lowdin_spin": [0.960, 0.004, -0.002, 0.000, 0.000, 0.000, 0.000, 0.000, 0.003, 0.013, 0.001, 0.000, 0.000, 0.000, 0.000, 0.000, 0.000, 0.000, 0.000, 0.000, 0.000, 0.000, 0.000, 0.000, 0.000, 0.000, 0.000, 0.000, 0.000, 0.000, 0.000, 0.000, 0.000, 0.000, 0.000, 0.000, 0.004, 0.002, 0.000, 0.006, 0.001, -0.001, 0.002, 0.000, 0.000, 0.004, 0.000, 0.000, 0.000, 0.000, 0.282, 0.190, 0.029, -0.003, 0.137, 0.025, -0.009, 0.126, 0.153, 0.055, 0.000, 0.000, 0.001, 0.005, 0.000, 0.001, 0.000, 0.000, 0.000, 0.000, 0.000, 0.000, 0.000, 0.000, 0.001, 0.000, 0.000, 0.000, 0.000, 0.000, 0.000, 0.000, 0.000, 0.004, 0.001, 0.001, 0.000, 0.000, 0.000, 0.000, 0.000, 0.000, 0.000, 0.000, 0.000, 0.000]}


3.
{"formula": "C5H12", "method": "ωB97M-V with the def2-TZVPD basis set", "smiles": "CCC(C)C", "e_tot_ha": -197.69626, "symbols": ["C", "C", "C", "C", "C", "H", "H", "H", "H", "H", "H", "H", "H", "H", "H", "H", "H"], "positions_angstrom": [[0.0830, 0.1626, 0.4970], [1.0362, -1.0216, -1.5142], [-0.0197, 1.6833, 0.5920], [-0.9105, -0.5019, 1.4475], [-0.1889, -0.3165, -1.0104], [1.0932, -0.1258, 0.8118], [1.2639, -1.9209, -0.9363], [1.9080, -0.3632, -1.5490], [-1.0158, 2.0343, 0.3020], [0.1723, 2.0261, 1.6150], [-0.8161, -1.5922, 1.4093], [-0.7308, -0.1908, 2.4828], [-1.9427, -0.2387, 1.1927], [0.7161, 2.1645, -0.0608], [-1.0475, -0.9948, -1.0408], [-0.4087, 0.5469, -1.6462], [0.8081, -1.3512, -2.5924]], "atomic_forces_ev_per_a": [[-0.99, 0.04, -0.93], [-0.31, -0.79, -2.35], [0.17, 0.06, 0.12], [0.12, -0.07, 0.17], [0.50, 0.50, 1.79], [-0.07, -0.08, -0.28], [0.06, 0.13, -0.01], [-0.04, -0.11, 0.09], [0.08, -0.07, 0.01], [-0.03, -0.01, -0.10], [-0.06, 0.09, -0.01], [-0.04, -0.04, -0.09], [0.11, -0.01, -0.02], [-0.11, -0.01, 0.03], [0.03, 0.15, 0.05], [-0.06, -0.07, 0.14], [0.66, 0.28, 1.39]], "mulliken_charge": [0.763, -1.188, -1.584, -1.582, -0.521, 0.243, 0.313, 0.314, 0.360, 0.424, 0.348, 0.424, 0.361, 0.349, 0.316, 0.317, 0.343]}


4.
{"formula": "C6H12O", "method": "ωB97M-V with the def2-TZVPD basis set", "smiles": "C=CO[C@H]1C[C@H]1C.[H][H]", "e_tot_ha": -310.92450, "symbols": ["C", "C", "O", "C", "C", "C", "C", "H", "H", "H", "H", "H", "H", "H", "H", "H", "H", "H", "H"], "positions_angstrom": [[-0.0141, -0.2944, -2.7519], [-0.1001, 0.0813, -1.4758], [-0.4189, -0.7905, -0.4905], [-0.7752, -0.2719, 0.7676], [-0.2268, -1.0208, 1.9381], [0.2675, 0.3725, 1.6427], [1.6797, 0.5832, 1.1502], [-1.8810, 0.3836, -2.1661], [-0.3088, -1.2916, -3.0654], [0.3013, 0.4242, -3.4958], [-2.3129, 0.5648, -1.5595], [-0.0254, 1.1275, -1.1706], [-1.7991, 0.0965, 0.8109], [0.4522, -1.8348, 1.6953], [-0.8651, -1.1978, 2.7987], [-0.1100, 1.1541, 2.3008], [1.7874, 1.5621, 0.6690], [2.3910, 0.5355, 1.9813], [1.9583, -0.1838, 0.4208]], "atomic_forces_ev_per_a": [[0.64, -0.12, 0.33], [0.82, -0.07, -0.32], [-0.01, -0.12, -0.14], [-0.13, 0.11, 0.07], [-0.04, -0.13, 0.07], [0.05, 0.12, 0.02], [0.05, 0.00, -0.05], [-1.41, 0.45, 0.77], [0.27, 0.09, 0.08], [-0.11, -0.03, 0.04], [-0.54, -0.01, -0.62], [0.32, -0.27, -0.01], [0.21, -0.06, 0.00], [-0.11, 0.14, 0.00], [0.08, 0.06, -0.16], [0.04, -0.12, -0.15], [0.01, -0.15, 0.07], [-0.10, 0.01, -0.10], [-0.02, 0.10, 0.11]], "mulliken_charge": [-0.717, -0.179, -0.343, -0.026, -0.788, 0.274, -1.394, 0.070, 0.275, 0.275, -0.035, 0.405, 0.312, 0.246, 0.276, 0.337, 0.317, 0.370, 0.326]}